1.
The following is a quantum chemistry calculation of C46H55IN6O4PbSeSi4Te as an isolated structure in a non-equilibrium geometry, from the OMol25 dataset.

Results
Energy, eV: -183230.066
HOMO-LUMO gap, eV: 4.8542
Charge: -2

The geometry in XYZ format:
```
119
Properties=species:S:1:pos:R:3:forces:R:3
H -2.35647 -7.64870 4.25890 -0.383 -0.281 -0.005
H 4.39865 2.64834 0.24854 0.241 -0.245 0.329
Se -2.11269 4.13000 2.05753 0.825 0.568 -0.422
H 6.70390 1.89634 -0.10743 0.024 -0.124 0.313
Pb -0.18875 1.89218 1.63009 0.399 -0.424 -1.053
C -1.33030 -4.45467 2.38083 -0.394 0.119 0.542
C 2.23237 3.51552 5.55682 0.221 0.038 1.083
H -4.09015 -7.11730 1.15283 0.227 -0.254 -0.130
H 3.95277 4.81004 5.79613 -0.037 0.215 0.262
Si -0.51873 1.92745 -4.34072 -0.514 0.053 0.151
H 3.25381 2.91078 -4.85076 -0.960 0.709 0.393
N -2.37874 0.73970 2.11388 -0.544 0.151 1.207
N 3.97925 1.33024 1.75798 0.373 -1.553 1.742
H -4.35307 3.16779 -3.86729 0.349 0.085 -0.065
H 6.08916 -0.85956 3.25488 0.175 0.377 -0.239
C -3.75016 0.29073 -4.72916 -0.007 0.998 0.280
C -3.84172 -0.04773 3.82009 0.625 -0.215 -0.186
C -3.37612 0.64418 1.23279 0.415 -0.199 0.555
Te -1.39932 2.48254 -2.15487 0.113 0.196 1.325
H 0.98947 1.87328 7.09472 -0.849 -0.309 -0.038
I 3.06462 -0.62269 3.90394 0.666 0.615 -0.839
H 1.77863 -0.24185 -6.56394 0.206 0.304 -0.117
H -5.84546 -0.49582 3.18595 0.335 0.244 0.044
H 1.63204 2.59193 -7.49612 -0.085 0.498 0.319
O -0.18501 -1.03324 1.74871 1.140 1.754 -0.877
H 2.56304 -0.91364 -3.11579 0.197 -0.456 0.025
H -1.46127 -1.28634 -3.45617 -0.189 0.058 0.284
C 0.96877 -4.81097 0.46095 -0.202 -0.194 -0.132
C -1.55866 0.77674 4.39960 0.820 -0.922 2.490
Si -2.70322 1.84539 -5.16151 1.277 -0.387 -0.263
C 0.20326 1.55016 6.39995 0.465 0.136 -1.159
C -2.31950 1.84713 -7.05561 1.086 0.095 0.790
C -2.19506 -5.25935 0.15612 1.705 0.720 -0.072
C 2.20439 0.08909 -3.31853 0.059 -0.388 -0.239
C 0.68658 -1.04490 0.78802 -0.682 1.309 0.206
H -5.40853 0.15618 0.77281 0.230 0.033 0.621
C 0.18337 5.36909 -4.95587 -0.721 0.639 1.424
H -0.41335 5.43742 -3.98012 0.524 -0.293 -1.351
N 1.54070 3.12359 3.31814 -0.850 -0.535 1.205
H 4.16285 5.23396 3.29566 -0.414 0.022 0.130
C 5.81908 -0.05947 2.56282 -1.226 -0.168 -0.078
C 0.36510 1.90660 5.03996 -1.426 -1.111 0.395
C -1.15330 0.33442 8.24943 -0.193 0.269 -0.681
C 1.42732 2.81843 4.65506 1.277 1.963 -1.948
H 2.09424 3.38435 6.64928 0.174 0.043 -0.922
C 3.34784 4.63765 3.70714 -0.629 -0.684 1.603
H -3.00545 1.17013 -7.49355 -1.047 -0.283 -1.179
C 3.23050 4.39254 5.11802 -0.248 -0.543 -2.616
H 1.02608 6.04312 -4.75696 -0.001 0.045 -0.303
H 0.50126 -5.73984 0.80961 0.258 0.418 -0.012
C 4.83728 1.88281 0.90532 -0.713 0.205 -0.999
H 1.11710 -1.77759 -5.99954 -0.127 0.293 -0.342
C 2.69007 -3.76366 -0.87624 0.377 0.442 0.580
C 2.08246 -4.89308 -0.38633 -1.307 -0.171 0.532
C -0.59056 4.78664 1.19072 2.099 0.708 -1.363
C -2.58451 0.42775 3.42254 -1.167 0.339 -1.845
O 1.16780 -0.02301 0.20690 -0.674 -1.315 1.197
C 2.50387 3.54448 -4.26470 2.081 -0.072 -0.583
N 0.41703 5.06799 0.61819 -2.942 -0.679 1.826
O -0.39589 0.92671 9.05903 -0.989 -1.039 -0.006
H -2.12650 -4.19362 -0.13665 -0.122 -0.428 0.309
H -1.30916 1.38814 -7.23716 -0.788 0.587 0.269
H -0.75672 -2.46597 2.10452 0.724 -0.570 -0.539
C 1.26147 3.54781 -7.08265 -0.344 0.143 0.474
H -3.30874 -0.60388 -5.13924 -0.002 -0.377 -0.279
H 3.62420 -3.85725 -1.40296 0.032 0.116 -0.474
H 2.33255 4.28226 1.81794 -0.008 -0.182 -0.035
H -4.74834 0.48372 -5.14250 0.067 -0.288 -0.175
H 0.35281 3.85894 -7.62656 0.325 -0.198 0.095
H -3.06772 -5.66254 -0.31159 -0.637 -0.449 0.081
C -1.85994 -5.58218 4.47826 0.259 0.116 -1.017
H -3.89353 0.14714 -3.64869 0.291 0.197 -0.236
H -2.31583 2.88330 -7.44132 -0.227 -0.598 -0.145
C -3.69362 3.36897 -4.72236 -0.648 0.028 -0.124
C 1.10561 -2.39317 0.35417 -0.095 -0.968 0.162
H 2.96258 4.57781 -4.26616 -0.375 -0.928 0.251
H 2.58228 3.09549 -3.25622 -0.611 0.529 -0.356
H -1.29297 -5.70818 -0.33146 -0.757 0.130 0.154
Si 0.59834 -0.10663 -4.30893 -0.118 0.196 1.041
C -1.46432 -4.43180 3.78932 -0.106 -0.657 0.079
H 3.00539 0.59681 -3.83278 0.241 0.275 -0.460
H -1.25573 -3.52590 4.34245 0.513 0.010 -0.050
H -3.93838 -0.46424 4.81680 -0.481 0.388 -0.219
H -2.65001 -0.22317 6.02132 0.839 0.171 0.133
H 1.99498 4.35415 -7.18113 0.195 -0.142 -0.445
C 6.67515 0.47839 1.61672 -1.458 1.205 -0.939
C -2.05720 -5.41115 1.65899 0.659 -1.197 0.046
N -0.58820 -3.44777 1.77397 -0.813 0.470 0.109
C -0.39783 -1.49792 -3.40833 0.642 0.168 -0.300
H -0.23194 -2.40348 -3.99349 0.000 -0.241 -0.077
C -4.87031 -0.09309 2.89113 -0.727 -1.078 0.426
N -0.49190 1.50515 4.04793 0.149 0.068 1.338
O -2.11216 -0.48474 8.30768 1.151 0.772 1.018
C -2.42349 -6.61007 2.33100 -0.019 1.272 1.226
C -3.19181 -7.61591 1.54543 -0.269 -0.033 -0.020
C -4.65693 0.21957 1.57076 0.451 0.495 -0.733
C 0.43288 -3.57135 0.85962 0.943 0.293 -0.139
H -4.35799 3.58122 -5.57222 0.084 0.202 -0.026
H 2.12591 0.55544 -2.34369 -0.559 0.184 0.212
Si 0.86867 3.64388 -5.19945 -0.400 -0.976 -0.123
C -0.87698 0.76064 6.78389 -0.453 -0.525 -1.415
H 2.69348 -1.61203 -0.88483 -0.385 -0.313 0.541
H -0.41358 5.77832 -5.79019 0.180 -0.267 0.358
C 6.12483 1.46292 0.70607 1.526 -1.164 1.265
C 2.38814 4.02585 2.86969 1.188 0.318 0.833
H -3.53771 -8.42988 2.16038 -0.041 -0.393 0.307
H 7.69914 0.14515 1.57014 0.142 0.038 -0.164
C 2.21167 -2.51199 -0.47552 0.118 -0.243 -0.617
H -0.06791 -1.73341 -2.37397 -0.267 0.512 -0.557
H -2.61475 -8.02676 0.72126 -0.014 -0.014 -0.233
H -3.10377 0.93193 0.23904 0.006 0.084 -0.662
C 0.92341 -0.69147 -6.07941 -0.122 -0.804 0.468
C 4.45308 0.35106 2.54780 0.091 0.848 -0.450
H 2.38271 -5.88607 -0.67356 0.380 -0.177 -0.066
C -1.74655 0.33299 5.74970 0.359 1.260 -0.352
H -1.79817 -5.63895 5.55819 -0.114 0.174 -0.031
H -3.07181 4.24032 -4.48847 -0.125 -0.212 -0.077
H 0.02195 -0.50999 -6.67539 0.181 -0.175 -0.018
C -2.22747 -6.71280 3.74407 -0.094 0.532 -1.429
```
Forces are in eV/Å.

Atomic partial charges in e from the Löwdin method, atoms 1 to 2: number 1, H, carries 0.087; number 2, H, carries 0.119

---

2.
The following is a quantum chemistry calculation of a 11-piece molecular cluster, C36H101N7O15 overall in a non-equilibrium geometry, from the OMol25 dataset.

Results
Structure (SMILES): COC[C@H](C)N.COC[C@H](C)N.COC[C@H](C)N.COC[C@H](C)N.COC[C@H](C)N.COC[C@H](C)N.COC[C@H](C)N.OCCO.OCCO.OCCO.OCCO
Energy, eV: -80104.575
HOMO-LUMO gap, eV: 9.0125
Charge: 0

The geometry in XYZ format:
```
159
Properties=species:S:1:pos:R:3:forces:R:3
H -0.70588 -0.57536 -4.16115 -0.258 -0.854 -0.844
C 5.60903 3.84484 -2.82370 -1.625 -0.019 -1.089
H -2.40022 7.45000 2.28159 0.338 -0.269 -0.339
H 2.33793 4.05060 -3.47763 -0.433 -0.461 0.260
H -0.20944 5.39217 -3.71448 -0.342 0.262 0.015
H 6.61981 -0.89917 -1.23677 -0.092 0.671 0.513
C 1.08751 -1.94793 3.46670 -1.485 1.298 -0.902
H 5.50083 -0.58317 -3.59610 -0.037 0.734 -0.119
H -2.09492 -5.25214 -1.61261 -0.101 0.171 -0.486
H 3.08701 5.19040 2.53255 0.326 -0.915 -0.102
H 1.54997 -0.98732 3.23981 -0.057 0.193 0.164
H 0.45448 1.73517 -5.78997 0.028 0.153 -0.081
H 0.12896 -5.38400 1.15982 -0.032 0.517 -0.358
H -2.00514 -2.25993 -3.47588 -0.438 -0.166 0.316
N 5.62204 -2.69670 -5.02619 0.015 0.504 -0.471
H -1.17058 -3.81919 -3.84451 0.479 0.682 0.025
O 6.38173 3.21461 -1.82577 -0.276 0.221 0.496
H 3.58379 -1.76298 4.61302 0.053 0.168 -0.385
C -3.98169 -1.71622 0.63614 0.997 0.790 1.165
H 0.42400 -2.15916 2.62811 0.238 -0.391 -0.363
C 4.38504 -2.13020 -4.45226 0.558 -1.609 1.564
H -0.21648 3.69575 4.87131 -0.372 0.059 -0.527
C 1.85104 3.84428 4.36417 -1.153 -0.822 2.544
H 0.75103 5.43152 -2.26513 -0.297 -0.047 0.410
H 4.80978 -0.67786 -0.94276 0.276 0.734 -0.134
H 5.81149 3.34844 -3.77275 -0.112 0.026 -0.265
H -5.61199 -6.85873 -1.92025 -0.271 0.521 0.413
H -4.68909 -3.87089 -3.92470 0.223 -0.389 -0.306
O 0.07552 -0.70241 -1.26883 -0.013 0.577 1.981
H -2.49217 -3.39922 -4.81753 -0.463 0.447 0.010
H 6.08476 -3.36521 -4.42696 -0.614 -0.416 0.415
C 4.74797 -1.27714 -3.22231 0.567 -0.177 -1.534
C 5.64084 -1.36225 -1.11317 0.145 0.725 0.643
H -3.07071 2.37317 2.09559 0.195 -0.098 -0.152
C -3.54061 3.20355 1.56857 -0.008 1.388 0.543
H -4.32360 0.27066 1.16827 0.619 0.666 -0.217
C 0.02829 -2.13478 -1.42769 -0.167 0.966 0.019
O -1.69235 5.53698 -1.26375 -0.303 -0.173 -0.979
O -1.06744 -6.90867 1.74697 -0.783 1.747 0.334
H -0.07154 2.96914 7.27806 0.006 -0.100 -0.232
H 0.65851 1.53821 4.04755 -0.279 -0.180 -0.262
C -3.21068 -1.87307 1.96895 -1.071 0.441 0.959
H 0.57433 -2.66360 -0.64648 0.196 0.068 0.017
H -0.36216 1.78309 0.26652 -0.345 0.112 0.376
C 1.56913 1.82098 -0.43559 0.387 -0.416 -1.082
H -0.77464 4.79322 2.05346 0.047 0.509 0.194
H -3.31591 -2.92664 2.22780 0.783 -0.293 0.040
H -1.59486 5.32607 -0.33229 0.270 -0.343 0.657
C -4.21194 -3.83642 -2.94530 -0.960 0.702 1.054
H -1.88742 -3.84148 0.31674 0.185 0.096 -0.208
O 0.95728 -0.99421 -5.47328 -1.417 -0.416 -1.253
H 3.85498 4.19696 -1.57967 -0.019 0.348 0.116
O -2.84047 -4.21608 -2.93064 -0.921 1.779 -0.930
H -1.07532 1.06531 -6.29782 -0.018 -0.492 -0.047
H 3.76264 2.69554 -2.46019 0.491 -0.401 0.388
H -5.45523 -6.04932 -3.48588 -0.078 0.031 0.036
N -1.41429 4.42472 1.36416 0.097 -1.210 -0.345
N 0.67578 1.78092 5.02781 0.150 -0.838 0.054
C -2.12494 -3.29478 -3.79658 0.943 -2.481 -0.154
H -6.35140 -3.46896 -1.09222 -0.458 -0.073 0.349
O 5.41297 -2.06792 -2.28424 -1.133 -1.381 0.415
C 3.42099 -3.29062 -4.07006 -1.017 0.368 -0.443
H 3.90585 -0.68883 -2.85785 -0.242 -0.216 0.467
H 1.66836 2.87676 -0.18348 0.162 -0.015 0.211
C 0.67782 3.18886 5.23377 0.228 1.448 -1.575
H 3.67691 -2.63326 2.26341 -0.186 0.746 -0.108
N -5.30001 -2.24305 0.75022 -1.804 -0.058 -0.158
H -1.11249 7.91027 3.43947 -0.060 -0.173 -0.008
H 1.33890 1.82146 -1.50100 -0.037 -0.298 -0.051
H 0.84200 -0.91892 0.66661 0.227 -0.337 -0.086
H 2.40953 -2.89518 -3.97687 -0.109 0.285 0.105
O 2.18291 -3.79821 1.40796 -0.374 -0.037 1.386
H -0.87809 -7.43505 0.96680 0.068 0.310 -0.304
H -4.31782 -2.80313 -2.61485 0.238 0.469 -0.006
C 2.10659 -2.96433 3.75304 0.338 -0.719 0.456
H 1.87883 0.92828 1.89699 0.338 -0.078 0.282
H 0.46008 -2.31757 -2.41169 -0.015 -0.246 0.081
C -4.02803 -0.23857 0.25098 -0.674 -1.055 -0.348
C -1.87227 -4.93118 0.29600 1.510 -1.999 0.854
C 2.95091 -3.38665 2.56908 0.452 -0.742 -0.934
H 1.61301 -0.41329 -5.86589 0.229 -0.097 -0.116
C 0.10560 -0.29987 0.15417 1.393 0.361 -0.225
H 6.31014 -1.95752 -5.01114 0.186 0.383 -0.476
H -0.82290 -0.46330 0.70122 -0.379 -0.112 -0.429
H 2.72959 3.21249 4.49495 0.233 -0.201 -0.304
C 0.70878 3.45624 6.69331 1.634 0.773 0.753
H 5.62120 -1.91119 -0.17169 0.329 -0.958 -0.390
H -3.32950 5.24690 1.14909 0.093 0.457 -0.028
H 3.49285 -3.15200 0.00989 0.436 0.270 -0.046
H -3.41597 -2.57510 4.61475 -0.438 -0.322 -0.225
H 3.94050 -1.43418 -5.16363 -0.142 -0.301 -0.239
H -1.88633 1.71346 -4.22450 -0.061 -0.122 0.009
H -4.04402 -6.43206 -2.49513 0.072 -0.500 -0.428
H -1.04905 -4.83108 2.29584 -0.337 -0.591 0.398
C 0.53526 1.19080 0.44522 -0.865 0.411 -0.511
H 3.66748 -4.85325 0.31151 -0.236 -0.379 0.251
H -6.93405 -5.04338 -1.21015 0.586 -0.045 0.002
H -3.75332 -0.94375 5.12623 0.308 0.167 -0.083
C 2.92947 -4.05338 0.25117 0.736 1.188 -0.352
H -4.44120 -4.55909 -0.97064 0.812 -0.502 -0.039
H -5.94540 -1.48191 0.90588 -0.176 0.220 -0.208
C -4.96056 -4.66510 -1.92308 -1.769 -2.038 0.775
C -0.92531 -5.47140 1.42247 0.604 -0.805 -1.157
O 3.26828 4.24897 -3.60681 2.160 0.940 -0.083
C -1.99942 7.29616 3.28349 -0.410 -0.316 0.469
C -2.78258 5.05563 3.24120 0.280 -0.883 0.971
C -0.42960 1.20802 -5.43134 1.401 -1.555 -0.465
H 1.69466 3.12290 7.01736 -0.040 -0.324 0.584
H -0.13340 1.40117 5.49805 -0.061 -0.382 -0.164
H 1.59331 5.94031 2.56453 -0.531 0.136 0.238
N 2.99159 -2.54689 4.84726 0.187 -0.280 0.099
C 0.03771 4.82148 -2.81931 -0.463 0.062 -0.378
C -3.23724 -1.52919 4.36530 -0.986 -0.350 -0.478
H 3.28689 -4.06863 -4.82160 0.502 0.227 -0.433
H -4.56373 3.27849 1.93698 -0.079 0.029 0.055
H -5.49606 -2.82694 1.55069 0.601 -0.392 0.112
H 2.39522 -2.20054 5.58516 0.011 -0.054 0.290
C 4.07200 3.73736 -2.54392 -0.140 -0.841 -0.239
N 0.99776 1.41889 1.84114 -1.093 -1.522 -0.585
H -2.80535 7.61064 3.94657 0.047 0.325 0.254
O 0.74842 3.66992 -3.24116 -0.020 -0.044 0.430
O -1.04388 2.06164 -4.52558 -0.392 0.531 0.820
H -3.10286 -0.00624 -0.27644 0.107 0.687 0.596
H 2.29600 -4.15530 -0.62998 -0.381 -0.526 0.380
H 0.70820 4.52469 6.90898 -0.334 0.106 -0.027
O -1.43240 -5.50049 -0.96377 -0.334 0.483 1.620
C -2.78814 4.56005 1.79968 -1.102 0.486 -0.126
H -2.83318 -5.31493 0.63876 -0.504 0.054 -0.521
H 1.83502 4.84558 1.25501 0.321 -0.303 0.031
H 2.10242 4.81024 4.80214 -0.167 0.365 -0.194
H -1.98977 3.93579 -2.58593 -0.225 0.502 -0.517
O 1.41861 3.92883 3.04370 0.540 0.597 -0.673
H -4.83640 -0.09939 -0.46683 -0.045 0.061 -0.168
H -3.43420 -2.25983 -0.13382 0.237 -0.233 0.019
C 2.03993 4.97720 2.31745 -0.555 0.963 -0.112
O -3.84737 -1.15879 3.10179 1.171 -0.643 -0.479
H -2.19592 -1.48028 1.90508 0.219 -0.493 -0.102
H -0.87418 3.60301 -1.36856 0.133 0.072 0.613
H -3.75644 5.41880 3.56955 -0.055 0.476 -0.088
C 0.09304 -0.12251 -4.74830 0.977 1.221 1.305
H 0.80366 0.06261 -3.94278 -0.543 1.576 0.636
C -1.21371 4.42569 -1.99786 1.172 0.249 0.290
H 3.57791 -3.85135 -3.14862 0.752 0.461 0.176
H -1.35447 3.42964 1.52643 1.223 -0.477 -0.564
H -2.15201 -1.47859 4.45374 0.167 0.808 -0.493
H 0.10177 3.09760 -3.66054 -0.166 -0.522 -0.366
H 2.50748 1.29479 -0.26032 0.354 0.194 -0.216
H -1.00603 -2.47784 -1.40374 -0.098 -0.130 -0.017
H -2.60901 4.16316 3.84243 0.148 -0.119 0.250
N -6.34154 -4.33286 -1.61535 -0.214 2.206 -1.105
C -5.07565 -6.08149 -2.46461 1.944 -0.603 -0.164
H 0.36740 -1.83163 4.27665 0.323 0.202 0.438
O -1.69635 5.93201 3.60646 -0.926 0.183 -1.000
H 1.20974 2.39865 1.96460 -0.055 0.140 0.056
H 3.61188 -4.17700 2.92484 -0.135 -0.544 -0.099
H 7.25323 3.61718 -1.82081 -0.004 -0.014 0.018
H -3.61079 3.05538 0.49097 0.221 -0.318 0.058
H 5.80374 4.90657 -2.97515 0.360 0.136 0.287
H 1.59354 -3.83203 4.16775 0.026 -0.397 -0.314
```
Forces are in eV/Å.

Atomic partial charges in e from the Löwdin method, atoms 1 to 2: number 1, H, carries 0.094; number 2, C, carries -0.246